(a)
Entry from the OMol25 dataset: a 4-piece molecular cluster, C2H11N2O2 overall (wB97M-V/def2-TZVPD).

Values from the calculation:
LUMO = -9.3 eV
spin multiplicity = 1
net charge = +1
Kohn-Sham gap = 4.62 eV

Each atom is followed by the atoms it is bonded to, with distances in Å.
Positions of all 17 atoms, in Å:
1 O -1.28 -2.01 0.18  H7 0.951, H14 0.958
2 O -2.22 0.79 0.09  H11 0.970, H15 0.966
3 N 0.36 0.42 -2.01  H8 1.008, H9 1.004, H13 0.992
4 N 1.07 -1.06 1.15  C5 1.306, H16 1.032
5 C 0.87 0.20 0.88  N4 1.306, C6 1.394, H10 1.092
6 C 1.79 1.21 0.61  C5 1.394, H12 1.087, H17 1.090
7 H -0.52 -1.76 0.69  O1 0.951
8 H 0.70 0.99 -2.76  N3 1.008
9 H -0.47 -0.03 -2.35  N3 1.004
10 H -0.10 0.54 1.26  C5 1.092
11 H -3.16 0.82 0.31  O2 0.970
12 H 1.52 2.24 0.86  C6 1.087
13 H 0.31 0.86 -1.13  N3 0.992
14 H -1.81 -2.72 0.57  O1 0.958
15 H -1.95 -0.12 0.26  O2 0.966
16 H 2.05 -1.35 1.01  N4 1.032
17 H 2.84 1.00 0.38  C6 1.090

(b)
Entry from the OMol25 dataset: a 3-piece molecular cluster, C2H11N2O2 overall (wB97M-V/def2-TZVPD).

Values from the calculation:
LUMO = -3.2 eV
spin multiplicity = 1
net charge = +1
Kohn-Sham gap = 11.07 eV

Each atom is followed by the atoms it is bonded to, with distances in Å.
Positions of all 17 atoms, in Å:
1 O -1.39 1.48 0.96  H10 0.986, H15 0.989
2 O 1.83 1.12 0.88  H8 0.919, H12 0.972
3 N 0.14 -0.47 -0.56  C5 1.319, C6 1.505, H14 1.049
4 N -1.26 -1.18 1.15  C5 1.327, H7 1.054, H9 1.011
5 C -0.69 -1.35 -0.04  N3 1.319, N4 1.327, H17 1.160
6 C 0.84 -0.73 -1.86  N3 1.505, H11 1.150, H13 1.067, H16 1.197
7 H -1.45 -0.16 1.30  N4 1.054
8 H 2.64 1.41 1.18  O2 0.919
9 H -1.48 -2.05 1.62  N4 1.011
10 H -1.73 2.02 1.71  O1 0.986
11 H 1.73 -1.45 -1.95  C6 1.150
12 H 1.45 2.01 0.96  O2 0.972
13 H 1.24 0.22 -2.15  C6 1.067
14 H 0.60 0.25 0.06  N3 1.049
15 H -1.57 2.15 0.25  O1 0.989
16 H 0.12 -1.07 -2.76  C6 1.197
17 H -1.03 -2.22 -0.73  C5 1.160

(c)
Entry from the OMol25 dataset: a 3-piece molecular cluster, C2H11N2O2 overall (wB97M-V/def2-TZVPD).

Values from the calculation:
LUMO = -3.2 eV
spin multiplicity = 1
net charge = +1
Kohn-Sham gap = 9.58 eV

Each atom is followed by the atoms it is bonded to, with distances in Å.
Positions of all 17 atoms, in Å:
1 O -1.28 3.86 -1.80  H15 0.965, H16 0.962
2 O -1.68 -4.71 1.76  H11 0.968, H14 0.955
3 N 2.44 1.12 -0.83  C6 1.356, H7 1.004, H17 1.003
4 N -0.54 -0.59 0.50  C5 1.499, H8 1.022, H12 1.023, H13 1.015
5 C 0.89 -0.35 0.13  N4 1.499, C6 1.345, H9 1.068
6 C 1.27 0.90 -0.19  N3 1.356, C5 1.345, H10 1.111
7 H 3.12 0.38 -0.82  N3 1.004
8 H -0.63 -0.37 1.50  N4 1.022
9 H 1.42 -1.27 0.00  C5 1.068
10 H 0.72 1.84 0.03  C6 1.111
11 H -1.58 -4.86 2.71  O2 0.968
12 H -0.68 -1.61 0.47  N4 1.023
13 H -1.15 -0.08 -0.14  N4 1.015
14 H -2.39 -5.23 1.39  O2 0.955
15 H -1.41 4.50 -2.51  O1 0.965
16 H -1.06 4.43 -1.06  O1 0.962
17 H 2.53 2.06 -1.15  N3 1.003

(d)
Entry from the OMol25 dataset: a 3-piece molecular cluster, C2H11N2O2 overall (wB97M-V/def2-TZVPD).

Values from the calculation:
LUMO = -3.1 eV
spin multiplicity = 1
net charge = +1
Kohn-Sham gap = 9.94 eV

Each atom is followed by the atoms it is bonded to, with distances in Å.
Positions of all 17 atoms, in Å:
1 O 2.61 -2.17 -1.76  H11 0.965, H17 0.971
2 O -0.92 3.79 0.21  H7 0.966, H13 0.964
3 N -0.15 -2.02 -0.78  C5 1.362, H9 1.011, H10 1.015
4 N -0.74 0.75 1.62  C6 1.494, H8 1.027, H14 1.022, H15 1.015
5 C -0.06 -1.11 0.23  N3 1.362, C6 1.338, H12 1.086
6 C -1.06 -0.50 0.87  N4 1.494, C5 1.338, H16 1.074
7 H -1.78 4.21 0.26  O2 0.966
8 H -0.62 1.56 1.00  N4 1.027
9 H -0.85 -2.75 -0.64  N3 1.011
10 H 0.74 -2.43 -1.04  N3 1.015
11 H 3.38 -2.48 -2.25  O1 0.965
12 H 0.94 -0.72 0.38  C5 1.086
13 H -0.53 4.21 -0.57  O2 0.964
14 H 0.21 0.61 1.97  N4 1.022
15 H -1.39 0.98 2.37  N4 1.015
16 H -2.07 -0.45 0.49  C6 1.074
17 H 2.28 -1.47 -2.35  O1 0.971

Of them, (a) has the lowest stability.